Entry 1:
# C18H16F2N2O10

A 4-piece molecular cluster, C18H16F2N2O10 overall (ωB97M-V with the def2-TZVPD basis set, the Open Molecules 2025 dataset).

## Properties
Total charge: 0
Lowest unoccupied orbital energy: -0.510 eV
Orbital gap: 9.415 eV
HOMO: -9.93 eV

Each line ends with the Mulliken charge.
Positions of all 48 atoms, in Å:
F (10.30, 5.21, 13.74)  -0.28
F (7.53, 5.30, 14.36)  -0.33
O (13.42, 6.63, 10.96)  -0.66
O (11.02, 7.13, 14.57)  -0.33
O (5.75, 7.77, 14.37)  -0.39
O (9.64, 5.88, 7.56)  -0.65
O (11.55, 7.65, 10.62)  -0.60
O (10.61, 5.06, 9.27)  -0.63
O (6.10, 8.54, 12.23)  -0.48
O (7.73, 7.43, 13.37)  -0.15
O (10.96, 7.34, 16.84)  -0.52
O (12.27, 5.80, 15.87)  -0.33
N (9.63, 5.40, 8.64)  1.15
N (12.63, 7.25, 10.28)  1.19
C (13.57, 7.93, 6.22)  -0.47
C (6.04, 4.46, 10.43)  -0.68
C (12.96, 7.52, 8.87)  0.11
C (7.20, 4.30, 11.13)  -0.29
C (11.44, 6.82, 15.89)  0.67
C (6.62, 7.27, 15.43)  -0.47
C (12.57, 5.46, 14.54)  -0.42
C (12.22, 8.11, 6.69)  -0.60
C (8.45, 4.60, 10.58)  -0.76
C (11.36, 6.06, 13.76)  1.09
C (6.06, 5.02, 9.20)  -0.34
C (6.42, 7.97, 13.20)  0.53
C (14.28, 7.33, 8.45)  -0.40
C (7.27, 5.33, 8.61)  -0.45
C (7.77, 6.71, 14.55)  0.91
C (8.40, 5.16, 9.33)  0.46
C (14.59, 7.58, 7.14)  -0.45
C (11.95, 7.98, 8.01)  -0.10
H (9.32, 4.40, 11.11)  0.63
H (5.09, 4.14, 10.86)  0.40
H (6.08, 6.53, 15.93)  0.35
H (6.81, 8.15, 16.02)  0.28
H (8.73, 6.81, 15.02)  -0.29
H (7.20, 3.81, 12.07)  0.42
H (5.13, 5.29, 8.69)  0.35
H (12.55, 4.37, 14.49)  0.31
H (15.02, 6.91, 9.11)  0.44
H (13.58, 5.84, 14.27)  0.28
H (11.60, 6.46, 12.77)  -0.41
H (13.77, 8.19, 5.18)  0.36
H (15.61, 7.43, 6.76)  0.34
H (11.39, 8.29, 6.01)  0.36
H (7.31, 5.78, 7.60)  0.40
H (10.93, 8.07, 8.38)  0.46

=====

Entry 2:
# C18H16N4O4

One molecule with the formula C18H16N4O4 (ωB97M-V with the def2-TZVPD basis set, the Open Molecules 2025 dataset).

## Properties
Total charge: 0
Lowest unoccupied orbital energy: -0.841 eV
Orbital gap: 8.027 eV
HOMO: -8.87 eV
ΔE to the lowest compared entry with this formula, charge and spin: 83.8 kcal per mole

Each line ends with the Mulliken charge.
Positions of all 42 atoms, in Å:
O (2.04, -2.31, -1.55)  -0.65
O (1.90, -5.44, -0.05)  -0.63
O (-3.55, 0.51, -1.25)  -0.59
O (-3.44, -1.47, -0.46)  -0.65
N (2.78, -2.03, 0.57)  -0.19
N (0.23, -2.54, 0.89)  0.07
N (0.50, -3.77, 0.44)  -0.33
N (-3.11, -0.30, -0.48)  1.05
C (-0.31, -0.06, 1.99)  -0.81
C (1.83, -0.16, -0.55)  -0.73
C (-1.01, 4.08, -1.38)  -0.49
C (-1.15, -0.64, 1.04)  0.65
C (2.94, -3.45, 0.79)  -0.57
C (-0.79, 1.86, -2.24)  -0.30
C (-2.17, 0.17, 0.50)  0.33
C (0.76, 2.67, -0.60)  -0.22
C (0.33, 1.63, -1.42)  1.05
C (-2.30, 1.50, 0.89)  -0.51
C (-1.45, 3.06, -2.21)  -0.64
C (2.23, -1.58, -0.60)  0.26
C (-1.45, 2.04, 1.82)  -0.42
C (1.76, -4.30, 0.34)  0.43
C (0.95, 0.32, -1.43)  -0.54
C (0.10, 3.88, -0.58)  -0.75
C (-0.89, -2.00, 0.60)  -0.44
C (-0.45, 1.25, 2.38)  -0.88
H (0.47, -0.68, 2.41)  0.56
H (-1.13, 1.07, -2.89)  0.40
H (1.63, 2.53, 0.03)  0.40
H (-2.32, 3.21, -2.84)  0.42
H (-0.23, -4.29, -0.06)  0.24
H (0.46, 4.68, 0.05)  0.44
H (0.21, 1.67, 3.12)  0.43
H (2.74, -1.43, 1.37)  0.30
H (2.21, 0.43, 0.27)  0.43
H (-1.53, 5.03, -1.37)  0.39
H (0.62, -0.35, -2.21)  0.43
H (-1.64, -2.52, 0.00)  0.56
H (3.11, -3.62, 1.85)  0.37
H (-3.09, 2.09, 0.44)  0.42
H (3.80, -3.82, 0.23)  0.27
H (-1.56, 3.07, 2.12)  0.44

=====

Entry 3:
# C18H16N4O6

One molecule with the formula C18H16N4O6 (ωB97M-V with the def2-TZVPD basis set, the Open Molecules 2025 dataset).

## Properties
Total charge: 0
Lowest unoccupied orbital energy: -0.269 eV
Orbital gap: 8.744 eV
HOMO: -9.01 eV
ΔE to the lowest compared entry with this formula, charge and spin: 0.0 kcal per mole

Each line ends with the Mulliken charge.
Positions of all 44 atoms, in Å:
O (3.57, -1.99, -1.36)  -0.61
O (-0.14, 0.81, 3.30)  -0.63
O (0.10, 1.98, -5.45)  -0.60
O (-0.59, 0.25, -4.36)  -0.60
O (4.12, -3.87, -0.27)  -0.30
O (-2.03, 1.80, 0.45)  -0.30
N (-2.62, 2.99, -2.14)  0.95
N (-2.19, 4.09, -2.76)  -1.10
N (-0.54, 1.45, -4.56)  1.00
N (-0.36, -0.19, 1.26)  0.04
C (-2.64, 3.74, 1.37)  -0.73
C (2.25, -3.44, 1.69)  -0.83
C (0.50, -1.29, 1.44)  0.47
C (1.48, -1.52, 0.48)  -0.60
C (-3.50, 3.10, -1.01)  -0.96
C (-1.45, 1.88, 1.67)  0.29
C (-0.74, -2.01, 3.52)  -1.62
C (2.36, -2.58, 0.60)  0.01
C (1.26, -3.23, 2.63)  -0.88
C (-1.38, 3.69, -3.71)  -0.47
C (0.36, -2.17, 2.52)  1.18
C (-1.28, 2.28, -3.70)  0.03
C (5.14, -4.10, -1.24)  -0.66
C (-2.11, 1.87, -2.66)  -0.26
C (3.39, -2.76, -0.45)  0.56
C (-1.80, 3.05, 2.28)  -0.51
C (-2.75, 2.93, 0.28)  0.69
C (-0.58, 0.80, 2.17)  0.26
H (-0.52, -1.16, 4.17)  0.31
H (1.58, -0.86, -0.37)  0.54
H (-1.49, 3.37, 3.25)  0.54
H (1.16, -3.90, 3.46)  0.36
H (-0.59, 0.03, 0.30)  0.21
H (4.70, -4.15, -2.24)  0.29
H (-0.84, -2.91, 4.12)  0.45
H (-0.89, 4.38, -4.37)  0.51
H (-3.10, 4.69, 1.51)  0.47
H (2.94, -4.26, 1.80)  0.46
H (-4.28, 2.33, -1.09)  0.28
H (5.61, -5.04, -0.97)  0.23
H (-2.34, 0.89, -2.31)  0.54
H (5.87, -3.29, -1.22)  0.29
H (-3.96, 4.09, -1.03)  0.35
H (-1.68, -1.80, 3.02)  0.32

=====

Entry 4:
# C18H16N5O10

A 2-piece molecular cluster, C18H16N5O10 overall (ωB97M-V with the def2-TZVPD basis set, the Open Molecules 2025 dataset).

## Properties
Total charge: -1
Lowest unoccupied orbital energy: 0.316 eV
Orbital gap: 4.490 eV
HOMO: -4.17 eV
ΔE to the lowest compared entry with this formula, charge and spin: 0.0 kcal per mole

Each line ends with the Mulliken charge.
Positions of all 49 atoms, in Å:
O (-2.17, 4.85, -4.04)  -0.65
O (3.43, -3.09, -0.28)  -0.20
O (1.55, 2.96, 0.37)  -0.55
O (-1.02, 1.26, 2.36)  -0.77
O (0.18, -1.06, -1.52)  -0.76
O (2.04, -2.49, 1.43)  -0.66
O (-0.91, -2.16, 0.08)  -0.30
O (-1.26, -0.94, 2.25)  -0.19
O (-2.67, 5.88, -2.16)  -0.65
O (2.57, 3.51, -1.50)  -0.64
N (4.07, -2.48, -1.39)  -0.61
N (2.26, 2.67, -0.62)  1.09
N (2.68, -2.15, 0.46)  0.80
N (-2.24, 4.89, -2.79)  0.96
N (4.03, -0.20, -2.17)  -0.64
C (-1.64, 2.60, 0.07)  -0.46
C (-0.51, -1.02, -0.49)  0.25
C (2.37, 0.33, 0.13)  -0.09
C (2.73, 1.33, -0.77)  -0.37
C (3.57, 1.01, -1.89)  -0.40
C (-1.96, 3.74, -0.64)  -0.61
C (-1.05, 1.45, -1.99)  -0.47
C (-0.63, -3.33, -0.72)  -0.05
C (3.70, -1.17, -1.31)  0.83
C (-1.59, -2.16, 4.21)  -1.18
C (-1.07, 0.24, 1.65)  0.15
C (2.87, -0.92, -0.17)  0.13
C (-0.93, 0.22, 0.18)  -0.07
C (-0.91, -4.50, 0.17)  -1.25
C (-1.19, 1.39, -0.56)  1.51
C (-1.35, 2.59, -2.71)  -0.70
C (-1.41, -0.77, 3.67)  -0.20
C (-1.83, 3.74, -2.04)  -0.28
H (0.43, -3.31, -1.00)  0.17
H (1.79, 0.51, 1.03)  0.69
H (-1.60, -2.13, 5.30)  0.42
H (-1.26, -3.31, -1.61)  0.33
H (-0.51, -0.29, 4.07)  0.29
H (-2.53, -2.60, 3.86)  0.28
H (-0.15, -4.56, 0.96)  0.23
H (-0.66, 0.58, -2.51)  0.47
H (-1.89, -4.42, 0.65)  0.31
H (-2.30, -0.15, 3.87)  0.28
H (-2.32, 4.63, -0.14)  0.44
H (-1.24, 2.63, -3.79)  0.43
H (3.84, 1.82, -2.56)  0.51
H (-0.87, -5.42, -0.42)  0.42
H (-1.69, 2.62, 1.15)  0.54
H (-0.77, -2.81, 3.88)  0.23

=====

Entry 5:
# C18H16N8S3SbSe3TeTi

C18H16N8S3SbSe3TeTi as an isolated structure (ωB97M-V with the def2-TZVPD basis set, the Open Molecules 2025 dataset).

## Properties
Expectation value of S²: 0.761
Total charge: -2
Lowest unoccupied orbital energy (alpha / beta): 3.956 / 3.848 eV
Orbital gap (alpha / beta): 4.952 / 4.878 eV
HOMO (alpha / beta): -1.00 / -1.03 eV
ΔE to the lowest compared entry with this formula, charge and spin: 0.0 kcal per mole
2S+1: 2

Each line ends with the Mulliken spin population.
Positions of all 51 atoms, in Å:
Te (5.66, 0.11, -0.22)  0.00
Sb (-0.50, -4.30, 1.89)  0.00
Se (2.34, -2.26, -0.42)  0.00
Se (3.03, -1.75, -2.56)  0.00
Se (3.91, -1.10, 1.11)  0.00
Ti (-0.31, -1.40, 0.33)  0.92
S (-2.71, -4.20, 2.61)  0.00
S (0.45, -2.09, 2.47)  0.03
S (-0.59, -3.67, -0.49)  -0.03
N (-0.31, 1.23, 2.18)  0.00
N (0.55, -1.75, -5.11)  0.00
N (2.83, 1.88, -0.27)  0.00
N (0.86, 0.71, 0.23)  -0.02
N (-0.62, 0.19, -4.53)  0.00
N (-2.58, -1.46, 0.38)  -0.02
N (-0.56, -0.65, -1.86)  -0.02
N (-1.12, 0.27, 1.60)  0.00
C (2.69, 4.03, 3.28)  0.00
C (2.80, 2.59, 0.91)  0.00
C (3.78, 4.19, 2.41)  0.00
C (-3.37, -2.26, -0.34)  0.03
C (-0.07, -0.95, -4.17)  0.00
C (3.84, 3.48, 1.23)  0.00
C (-3.15, -0.83, 1.43)  0.06
C (0.72, 1.43, 1.41)  0.01
C (-4.46, -1.04, 1.83)  -0.01
C (1.94, 0.91, -0.48)  0.01
C (-1.14, 0.93, -3.52)  0.00
C (-5.26, -1.87, 1.07)  0.02
C (-4.71, -2.46, -0.05)  0.00
C (-2.28, 0.13, 2.09)  0.00
C (1.73, 2.41, 1.78)  0.00
C (-1.08, 0.54, -2.21)  0.02
C (-0.11, -1.41, -2.82)  0.00
C (1.68, 3.15, 2.97)  0.00
H (-6.28, -2.06, 1.36)  0.00
H (0.24, -2.40, -2.57)  0.00
H (-4.82, -0.55, 2.73)  0.00
H (0.84, 2.98, 3.63)  0.00
H (-5.29, -3.13, -0.68)  0.00
H (-2.61, 0.69, 2.96)  0.00
H (2.66, 4.59, 4.21)  0.00
H (2.12, 0.29, -1.37)  0.00
H (1.34, -2.24, -4.69)  0.00
H (-1.44, 1.16, -1.40)  -0.01
H (4.68, 3.56, 0.56)  0.00
H (0.80, -1.23, -5.93)  0.00
H (4.58, 4.86, 2.67)  0.00
H (-2.89, -2.79, -1.16)  0.01
H (3.77, 1.68, -0.70)  0.00
H (-1.59, 1.87, -3.80)  0.00

=====

Entry 6:
# C18H17Cl2N3O3

One molecule with the formula C18H17Cl2N3O3 (ωB97M-V with the def2-TZVPD basis set, the Open Molecules 2025 dataset).

## Properties
Total charge: 0
Lowest unoccupied orbital energy: -0.044 eV
Orbital gap: 8.753 eV
HOMO: -8.80 eV
ΔE to the lowest compared entry with this formula, charge and spin: 80.6 kcal per mole

Each line ends with the Mulliken charge.
Positions of all 43 atoms, in Å:
Cl (0.20, 5.65, 2.55)  -0.21
Cl (3.31, 1.28, 2.33)  -0.23
O (-2.56, 0.07, -3.79)  -0.65
O (-2.84, 2.97, -0.41)  -0.65
O (-1.01, -2.53, -1.92)  -0.27
N (-2.41, -0.32, -1.55)  0.07
N (-3.04, 0.86, -1.19)  -0.59
N (-1.13, 1.47, -0.09)  0.02
C (1.66, 3.40, 2.36)  -0.72
C (-2.35, 1.89, -0.56)  0.39
C (-2.22, -0.66, -2.88)  0.12
C (0.96, -4.96, -0.51)  -0.15
C (1.68, -5.67, 0.51)  -0.56
C (1.89, -2.58, 1.32)  -0.75
C (0.95, 1.49, 1.08)  -0.92
C (2.35, -3.79, 2.13)  -0.61
C (1.87, 2.12, 1.89)  0.35
C (0.49, 4.05, 1.99)  0.35
C (-0.23, 2.15, 0.72)  0.65
C (-1.19, -2.65, -4.15)  -0.71
C (0.34, -4.40, -1.38)  -0.35
C (-0.44, -3.75, -3.70)  -0.61
C (-0.34, -3.63, -2.34)  0.67
C (1.51, -5.04, 1.90)  -0.70
C (-1.52, -1.93, -3.03)  0.68
C (-0.46, 3.45, 1.18)  -0.76
H (-0.01, -4.53, -4.30)  0.55
H (-1.36, 3.96, 0.90)  0.66
H (2.74, -5.70, 0.25)  0.31
H (2.38, 3.89, 2.99)  0.43
H (1.31, -6.70, 0.53)  0.33
H (0.45, -4.81, 2.07)  0.34
H (-3.79, 1.17, -1.81)  0.33
H (-1.47, -2.41, -5.15)  0.52
H (1.80, -5.79, 2.65)  0.33
H (2.01, -2.76, 0.25)  0.25
H (2.48, -1.71, 1.59)  0.15
H (-0.83, 0.55, -0.38)  0.05
H (2.31, -3.54, 3.19)  0.34
H (1.13, 0.48, 0.72)  0.52
H (0.84, -2.37, 1.52)  0.32
H (3.39, -4.01, 1.89)  0.33
H (-2.43, -1.06, -0.86)  0.37

=====

Entry 7:
# C18H17ClN2O4

One molecule with the formula C18H17ClN2O4 (ωB97M-V with the def2-TZVPD basis set, the Open Molecules 2025 dataset).

## Properties
Total charge: 0
Lowest unoccupied orbital energy: 0.305 eV
Orbital gap: 8.864 eV
HOMO: -8.56 eV
ΔE to the lowest compared entry with this formula, charge and spin: 0.0 kcal per mole

Each line ends with the Mulliken charge.
Positions of all 42 atoms, in Å:
Cl (-7.03, 2.73, -0.76)  -0.23
O (4.86, 2.50, -0.30)  -0.64
O (6.15, 2.87, 1.47)  -0.46
O (-2.50, -1.96, -0.92)  -0.61
O (4.52, -1.96, -0.23)  -0.63
N (-2.78, 0.07, 0.06)  -0.15
N (3.55, 0.03, -0.79)  -0.03
C (1.67, -1.51, -0.50)  -0.52
C (5.69, 2.11, 0.48)  0.66
C (-4.89, -0.94, 0.80)  0.72
C (-6.22, 1.32, -0.18)  0.18
C (0.31, -1.70, -0.45)  -0.84
C (4.60, -0.80, -0.55)  0.61
C (-6.95, 0.28, 0.38)  -0.74
C (5.95, -0.11, -0.73)  -0.90
C (1.31, 0.83, -0.88)  -0.69
C (2.19, -0.24, -0.71)  0.84
C (-4.20, -2.12, 1.40)  -1.52
C (-4.84, 1.23, -0.28)  -0.67
C (-2.03, -0.92, -0.52)  0.60
C (-4.18, 0.10, 0.19)  0.51
C (6.33, 0.75, 0.48)  -0.53
C (-0.57, -0.63, -0.58)  0.40
C (-0.05, 0.64, -0.81)  -0.93
C (-6.27, -0.83, 0.86)  -0.60
H (6.05, 0.24, 1.41)  0.32
H (2.34, -2.35, -0.38)  0.52
H (-6.83, -1.62, 1.32)  0.36
H (6.70, -0.90, -0.85)  0.37
H (-4.88, -2.68, 2.03)  0.46
H (-8.02, 0.34, 0.45)  0.42
H (-0.10, -2.69, -0.30)  0.44
H (1.71, 1.82, -1.07)  0.40
H (-3.82, -2.77, 0.61)  0.30
H (-3.34, -1.80, 1.98)  0.33
H (-2.32, 0.97, 0.18)  0.22
H (5.94, 0.51, -1.63)  0.35
H (-4.29, 2.04, -0.73)  0.43
H (-0.70, 1.49, -0.98)  0.41
H (7.41, 0.90, 0.51)  0.35
H (3.79, 1.00, -0.97)  0.13
H (5.73, 3.74, 1.47)  0.36

=====

Entry 8:
# C18H17ClN4O4

One molecule with the formula C18H17ClN4O4 (ωB97M-V with the def2-TZVPD basis set, the Open Molecules 2025 dataset).

## Properties
Total charge: 0
Lowest unoccupied orbital energy: -0.298 eV
Orbital gap: 8.354 eV
HOMO: -8.65 eV
ΔE to the lowest compared entry with this formula, charge and spin: 85.0 kcal per mole

Each line ends with the Mulliken charge.
Positions of all 44 atoms, in Å:
Cl (-4.17, -2.73, -1.04)  -0.15
O (-7.45, 0.46, 1.60)  -0.41
O (-5.58, -0.19, -0.84)  -0.51
O (-1.29, -2.11, -0.85)  -0.67
O (3.06, -0.92, 0.33)  -0.37
N (-1.51, 0.16, -0.57)  0.68
N (0.23, 1.61, -1.06)  -0.54
N (-2.26, 1.25, -0.49)  -0.95
N (2.49, 1.10, -0.65)  -0.48
C (5.02, -0.13, -0.90)  -0.20
C (-6.43, 0.91, -0.60)  -0.69
C (-6.55, 1.27, 0.90)  -0.32
C (7.19, -0.39, 0.13)  0.80
C (0.80, -0.48, -0.08)  -0.26
C (6.39, 0.01, -0.94)  -0.75
C (-3.54, 1.18, -0.55)  -0.64
C (-2.02, -1.14, -0.75)  0.54
C (5.20, -1.08, 1.30)  -0.50
C (2.15, -0.08, -0.16)  0.55
C (8.68, -0.25, 0.07)  -1.42
C (-0.12, 0.42, -0.57)  0.41
C (6.57, -0.94, 1.24)  -0.58
C (4.42, -0.67, 0.22)  0.39
C (-4.25, -0.05, -0.73)  0.66
C (-7.01, -0.86, 1.80)  -0.61
C (1.51, 1.88, -1.07)  -0.44
C (-3.46, -1.18, -0.82)  0.27
H (-5.55, 1.24, 1.36)  0.39
H (-7.41, 0.59, -0.96)  0.35
H (-4.05, 2.12, -0.45)  0.45
H (9.13, -1.20, -0.21)  0.29
H (-6.95, 2.29, 0.98)  0.35
H (0.54, -1.45, 0.33)  0.50
H (-6.90, -1.41, 0.86)  0.26
H (7.17, -1.26, 2.08)  0.36
H (4.72, -1.51, 2.16)  0.43
H (4.42, 0.17, -1.74)  0.41
H (1.80, 2.85, -1.47)  0.41
H (-7.76, -1.34, 2.42)  0.26
H (8.97, 0.49, -0.67)  0.36
H (-6.11, 1.79, -1.17)  0.43
H (-6.04, -0.88, 2.32)  0.27
H (6.85, 0.43, -1.82)  0.32
H (9.08, 0.04, 1.04)  0.36

=====

> Which of these has the lowest total charge?

C18H16N8S3SbSe3TeTi